(1)
Formula: C22H30N4O
Source: the OMol25 dataset
Level of theory: ωB97M-V with the def2-TZVPD basis set

As for the LUMO energy: 0.411 eV. The value obtained for the energy above the lowest of the compared OMol25 structures with the same formula, charge and spin is 2221.9 kJ/mol.

The geometry in ORCA input format:
```
! wB97M-V def2-TZVPD RIJCOSX def2/J DEFGRID3
* xyz 0 1
C 7.6571 1.2936 0.5636
C 6.4110 0.6674 0.6525
C 6.0211 -0.4505 0.2850
C 6.7749 -1.6279 -0.3515
H 6.5811 -2.7314 0.0142
H 6.3979 -1.7985 -1.3249
H 7.6863 -1.4826 -0.0974
C 4.4176 -0.9724 0.4449
N 3.4584 0.1448 0.5396
C 3.2561 0.6716 -0.6630
C 2.1953 0.0951 -1.5058
H 2.6371 -0.9274 -1.9557
H 2.0141 0.2968 -2.5190
C 0.9995 -0.4057 -0.7382
N 0.0880 0.6328 -0.7468
C -1.2321 0.6290 0.0011
C -1.5454 1.8166 -0.0480
C -0.5369 2.6370 -0.5417
N 0.5982 1.9871 -0.9918
H -0.4365 3.7925 -0.6713
H -2.5748 2.3440 0.1444
N -1.9951 -0.3587 0.4819
C -2.1034 -1.4975 -0.3059
O -1.6250 -1.8328 -1.2399
C -3.0945 -2.3595 0.0810
C -4.4278 -2.1971 -0.2011
C -4.8719 -0.9729 0.0737
C -5.2348 -0.2251 1.3171
C -5.6449 0.9036 1.7233
C -5.4381 1.8446 0.6740
C -5.0751 1.6047 -0.7192
C -4.8226 0.1419 -1.0554
H -4.4506 -0.0910 -1.8997
H -5.0327 2.0975 -1.4821
H -5.7341 2.8528 0.8110
H -5.8270 1.4398 2.6425
H -5.3247 -1.1152 1.9666
H -4.5444 -2.3972 -0.9974
H -5.2344 -2.8457 0.3221
H -2.9534 -3.4316 0.1659
H -2.9680 -2.4807 1.5662
H -2.6696 -0.1636 1.3056
C 1.2337 -1.1284 0.6265
C 2.2372 -0.2923 1.3784
H 2.4294 -0.5164 2.2554
H 1.9455 0.7461 1.5052
H 0.5089 -1.3575 1.2265
H 1.9410 -2.2017 0.4820
H 0.4573 -1.1492 -1.4656
H 4.0287 0.9280 -1.1355
H 2.7939 1.7446 -0.5182
H 4.4371 -1.4674 1.4822
H 4.3535 -1.6721 -0.3020
H 5.5888 1.2414 1.2121
H 8.1326 1.5054 1.5662
H 8.3516 0.7262 0.1939
H 7.4945 2.1428 -0.1824
*
```

(2)
Formula: C4H9Cl3N5
Source: the OMol25 dataset
Level of theory: ωB97M-V with the def2-TZVPD basis set

As for the LUMO energy (alpha / beta): -5.016 / -5.016 eV.

The geometry in ORCA input format:
```
! wB97M-V def2-TZVPD RIJCOSX def2/J DEFGRID3
* xyz 1 1
C -0.8897 -1.7661 1.6447
C -0.4864 -0.5350 3.7712
C -0.6096 -0.8942 0.6548
C -0.6864 -0.9795 5.0705
N 0.4958 0.1572 3.3740
N -0.3477 0.5867 1.1559
N -0.6557 -1.0516 -0.6607
N 0.4340 0.7250 -2.2588
N 0.6136 0.7338 2.1306
Cl 0.5144 -0.2992 6.2299
Cl -2.3354 -0.5425 5.5445
Cl -0.3953 -2.7633 5.1256
H -1.4355 -2.6656 1.9044
H 1.1015 0.5563 4.1139
H -1.2338 0.8990 1.4634
H -0.6906 -1.9262 -1.1670
H -0.2536 -0.2031 -1.1414
H -0.2803 1.0690 -2.8390
H 1.0699 1.4722 -1.8112
H 0.9760 0.0331 -2.6611
H 1.5512 0.3390 1.6843
*
```

(3)
Formula: C14H29NO5P
Source: the OMol25 dataset
Level of theory: ωB97M-V with the def2-TZVPD basis set

As for the LUMO energy: 2.390 eV. The value obtained for the energy above the lowest of the compared OMol25 structures with the same formula, charge and spin is 15.4 kJ/mol.

The geometry in ORCA input format:
```
! wB97M-V def2-TZVPD RIJCOSX def2/J DEFGRID3
* xyz -1 1
C 1.7400 -1.3174 0.2648
C 0.3474 -1.5706 -0.3490
N 0.4518 -2.1292 -1.6973
C -0.7751 -2.8460 -2.1331
C -2.0738 -2.4203 -1.4636
P -2.7825 -0.6733 -1.8817
C 1.0225 -1.3309 -2.6825
C 1.3610 0.1193 -2.4153
O 1.2806 -1.7935 -3.7953
H 1.7446 -1.5338 1.3275
H 2.4983 -1.8848 -0.2681
H 2.0051 -0.2673 0.1617
H -0.2370 -0.6545 -0.3044
H -0.1123 -2.3348 0.2633
H -0.6162 -3.9094 -1.9312
H -0.8562 -2.7520 -3.2127
H -2.0443 -2.5799 -0.3835
H -2.8382 -3.1062 -1.8414
H -1.4303 -0.1090 -2.0223
H -2.7586 -1.0308 -3.3242
H -4.1653 -1.2121 -1.7814
H -2.8302 -0.3135 -0.4278
H -3.3433 0.6604 -2.2100
H 0.7824 0.5744 -1.6213
H 1.2013 0.6641 -3.3390
H 2.4146 0.2039 -2.1552
O -0.2059 -3.0933 3.4048
C -0.8255 -2.0687 3.3841
O -0.7366 -1.1794 2.3818
C -1.5100 -0.0008 2.6669
C -2.5455 -0.4543 3.6876
C -1.7879 -1.5486 4.4398
H -0.8361 0.7640 3.0585
H -1.9456 0.3539 1.7358
H -2.9066 0.3574 4.3171
H -3.4015 -0.8887 3.1698
H -1.2015 -1.1506 5.2701
H -2.4264 -2.3513 4.7980
O 0.7169 2.2842 0.9556
C 1.5990 2.8628 0.4024
O 2.6650 2.2261 -0.1425
C 3.6198 3.1742 -0.6354
C 2.8256 4.4544 -0.8720
C 1.7559 4.3616 0.2147
H 4.4017 3.3019 0.1177
H 4.0654 2.7745 -1.5432
H 3.4392 5.3523 -0.8234
H 2.3548 4.4184 -1.8549
H 2.0919 4.7905 1.1602
H 0.8075 4.8068 -0.0704
*
```

(4)
Formula: C34H54BN12OOsS
Source: the OMol25 dataset
Level of theory: ωB97M-V with the def2-TZVPD basis set

As for the LUMO energy (alpha / beta): -8.188 / -12.329 eV. The value obtained for the energy above the lowest of the compared OMol25 structures with the same formula, charge and spin is 153.7 kJ/mol.

The geometry in ORCA input format:
```
! wB97M-V def2-TZVPD RIJCOSX def2/J DEFGRID3
* xyz 3 5
Os 0.0372 0.3690 0.1403
C -1.4595 -2.2247 -4.3685
C -1.3889 -1.0730 -3.4508
C -1.9291 0.1910 -3.6718
C -1.5904 0.9677 -2.5747
N -0.8848 0.1976 -1.7085
N -0.7594 -1.0381 -2.2623
B 0.1450 -2.1560 -1.6933
N -0.3955 -2.6524 -0.3374
N -0.4731 -1.8439 0.7433
C -1.0214 -2.5317 1.7603
C -1.2733 -3.8278 1.3141
C -0.8659 -3.8784 -0.0156
C -0.8990 -5.0488 -0.9147
C -1.2369 -1.9982 3.1514
C 0.0916 -2.0794 3.9185
C -1.7270 -0.5484 3.1020
C -2.2528 -2.8524 3.9173
N 1.5428 -1.5127 -1.5441
N 1.7153 -0.2519 -1.0480
C 2.9888 0.1245 -1.2628
C 3.6402 -0.9330 -1.8982
C 2.7053 -1.9485 -2.0633
C 2.9155 -3.2695 -2.6821
C 3.6612 1.4438 -0.9877
C 2.7375 2.4880 -0.3474
C 4.1761 1.9779 -2.3369
C 4.8653 1.1913 -0.0626
C -1.9819 2.4068 -2.3846
C -2.2820 3.0781 -3.7339
C -0.8154 3.1619 -1.7490
C -3.2648 2.4294 -1.5341
H -2.1450 -1.9943 -5.1812
H -0.4775 -2.4247 -4.7997
H -1.7877 -3.1330 -3.8670
H -2.4828 0.4927 -4.5344
H 0.1827 -3.0504 -2.4475
H -1.6877 -4.6392 1.8750
H -1.3067 -5.9036 -0.3820
H -1.5163 -4.8552 -1.7894
H 0.0995 -5.3127 -1.2622
H 0.8070 -1.3613 3.5382
H -0.0825 -1.8641 4.9700
H 0.5254 -3.0726 3.8404
H -1.1557 0.0276 2.3635
H -2.7721 -0.5030 2.8101
H -1.6136 -0.0764 4.0742
H -1.8609 -3.8487 4.0962
H -2.4579 -2.3939 4.8809
H -3.1933 -2.9453 3.3842
H 4.6630 -0.9559 -2.2030
H 3.9750 -3.4273 -2.8615
H 2.5425 -4.0709 -2.0481
H 2.3998 -3.3361 -3.6397
H 1.7058 2.3565 -0.6820
H 2.7786 2.4493 0.7388
H 3.0546 3.4875 -0.6365
H 3.3548 2.1557 -3.0271
H 4.7066 2.9140 -2.1830
H 4.8670 1.2775 -2.7955
H 4.5639 0.6438 0.8291
H 5.6398 0.6196 -0.5668
H 5.2941 2.1434 0.2413
H -1.4347 2.9943 -4.4118
H -3.1564 2.6394 -4.2061
H -2.4848 4.1340 -3.5717
H -0.0144 3.2755 -2.4777
H -1.1130 4.1535 -1.4208
H -0.4330 2.6037 -0.8872
H -4.1127 2.1397 -2.1510
H -3.1979 1.7236 -0.7064
H -3.4631 3.4356 -1.1762
N 2.4708 -1.6099 1.3937
C 2.3779 -0.4784 2.0921
N 3.2717 -0.3015 3.0435
C 3.1977 0.7844 3.8143
N 4.0160 0.9488 4.8263
N 2.2493 1.7214 3.5811
C 1.4127 1.5225 2.6082
N 1.3910 0.4352 1.7970
C 0.3691 2.5328 2.4103
C 0.3629 3.6937 3.1759
C -0.6773 4.5965 3.0188
C -1.6957 4.2757 2.1351
C -1.6123 3.0920 1.4112
N -0.5892 2.2545 1.5157
H 3.1727 -2.2629 1.7062
H 1.6832 -1.9451 0.8615
H 4.7204 0.2527 5.0247
H 3.9325 1.7664 5.4128
H 1.1700 3.8611 3.8715
H -0.7032 5.5125 3.5918
H -2.5494 4.9223 2.0014
H -2.3976 2.8113 0.7290
C -4.7492 -0.8338 -1.5686
S -3.5138 -1.5020 -0.4016
C -4.6942 -1.9193 0.9220
O -2.7355 -0.3230 0.0978
H -5.3464 -0.0699 -1.0837
H -5.3856 -1.6551 -1.8819
H -4.2307 -0.4201 -2.4273
H -5.4555 -2.5607 0.4902
H -5.1336 -1.0150 1.3297
H -4.1700 -2.4573 1.7046
*
```

(5)
Formula: C3H6BrNO3S
Source: the OMol25 dataset
Level of theory: ωB97M-V with the def2-TZVPD basis set

As for the LUMO energy: -0.822 eV. The value obtained for the energy above the lowest of the compared OMol25 structures with the same formula, charge and spin is 124.6 kJ/mol.

The geometry in ORCA input format:
```
! wB97M-V def2-TZVPD RIJCOSX def2/J DEFGRID3
* xyz 0 1
C -0.0241 0.6240 0.0588
C 0.4997 1.2526 -1.1973
C 0.8934 0.4940 1.1869
N -0.8411 -2.0469 1.3532
O -1.0990 0.0852 0.3194
O 1.0752 -2.2907 -0.2656
O 1.5569 -2.3385 2.0863
S 0.7521 -1.8368 1.0265
Br 2.8381 0.9715 0.9278
H 0.6304 2.3552 -1.0578
H -0.1355 0.9479 -2.1058
H 1.4320 0.8139 -1.4741
H 0.5569 0.4910 2.2071
H -1.6474 -1.5892 0.8785
H -1.1755 -2.0487 2.2813
*
```

(6)
Formula: C8H25F2NO9S2V
Source: the OMol25 dataset
Level of theory: ωB97M-V with the def2-TZVPD basis set

As for the LUMO energy (alpha / beta): 2.393 / 2.347 eV.

The geometry in ORCA input format:
```
! wB97M-V def2-TZVPD RIJCOSX def2/J DEFGRID3
* xyz -1 5
V 0.4910 0.1573 -0.1107
O 1.5596 0.2893 -1.8301
H 2.2873 -0.3529 -1.9425
N -0.5877 0.2107 1.6271
S -2.0803 -0.6483 2.0566
O -3.2134 0.0811 2.6756
O -1.7831 -2.0514 2.3512
F -2.4683 -0.8762 0.5149
S -0.4356 0.7038 3.0613
O -0.2779 -0.3269 4.1090
O -1.0107 1.9953 3.3620
F 1.0358 1.1746 2.9059
C 2.6714 -1.7459 2.6271
C 3.1448 -1.1781 1.2926
O 2.4977 0.0497 0.9929
H 3.1899 -2.6164 3.0290
H 1.6054 -1.9728 2.6414
H 2.7079 -0.8932 3.3050
H 3.0036 -1.8661 0.4591
H 4.2105 -0.9607 1.2222
H 2.9185 0.6595 1.6034
C 0.3957 -2.8942 -2.2079
C 0.0130 -3.1568 -0.7153
O 0.1780 -1.9824 -0.0308
H 0.4233 -3.7868 -2.8330
H 1.3140 -2.3213 -2.3364
H -0.3211 -2.2065 -2.6566
H 0.6537 -3.9555 -0.3416
H -0.9972 -3.5470 -0.5906
H 0.0489 -2.1765 0.9004
C -1.1528 3.4734 0.3330
C 0.1045 3.5117 -0.5283
O 0.9776 2.4458 -0.1149
H -1.7935 2.5934 0.2759
H -1.8365 4.2593 0.0121
H -1.0337 3.6420 1.4032
H 0.6392 4.4541 -0.4094
H -0.0827 3.3451 -1.5890
H 1.8065 2.9198 -0.0157
C -2.3184 0.1295 -3.4420
C -2.3104 0.9707 -2.1372
O -1.1060 0.7569 -1.5317
H -2.3720 -0.9298 -3.1908
H -1.4828 0.2975 -4.1214
H -3.2438 0.3968 -3.9523
H -3.1716 0.7192 -1.5182
H -2.3065 1.9981 -2.5012
H -0.4920 1.2108 -2.1135
*
```